Here is 7 unconnected molecules or ions with the total composition C26H52O10S from the OMol25 dataset. Energies are from ωB97M-V with the def2-TZVPD basis set.

Results
SMILES string: O=S1(=O)OCCO1.C1CCOC1.C1CCOC1.C1CCOC1.C1CCOC1.C1CCOC1.C1CCOC1
Energy above the lowest of the compared OMol25 structures with the same formula, charge and spin in kJ/mol: 418.8

Cartesian coordinates (Å):
O -6.460 -2.134 1.586
S -6.232 -0.697 1.858
O -4.878 -0.311 2.318
O -6.553 0.269 0.556
C -7.993 0.347 0.368
C -8.478 0.585 1.807
O -7.475 0.075 2.657
H -8.359 1.192 -0.214
H -8.411 -0.559 -0.072
H -9.412 0.094 2.081
H -8.513 1.652 2.027
C 1.790 -7.507 -3.746
C 2.698 -8.194 -4.720
C 2.368 -7.634 -6.066
O 1.287 -6.781 -5.986
C 0.729 -6.960 -4.656
H 2.483 -6.724 -3.440
H 1.380 -8.194 -3.006
H 2.541 -9.270 -4.655
H 3.737 -8.186 -4.390
H 2.080 -8.398 -6.787
H 3.225 -7.155 -6.540
H -0.099 -7.669 -4.676
H 0.250 -6.011 -4.417
C 0.830 -0.608 0.246
C 1.625 -1.620 -0.372
C 0.716 -2.067 -1.469
O 0.411 -0.762 -1.947
C 0.413 0.234 -0.979
H 1.567 -0.122 0.884
H 0.012 -1.025 0.835
H 1.922 -2.440 0.282
H 2.525 -1.337 -0.919
H -0.238 -2.500 -1.169
H 1.197 -2.629 -2.270
H -0.582 0.640 -0.800
H 1.152 1.001 -1.211
C 0.549 8.169 -0.400
C 1.235 7.888 -1.686
C 1.124 6.296 -1.678
O 1.433 6.062 -0.223
C 1.068 7.128 0.666
H -0.506 8.106 -0.670
H 0.580 9.181 0.002
H 2.301 8.090 -1.794
H 0.622 8.299 -2.489
H 1.795 5.913 -2.448
H 0.111 6.028 -1.977
H 2.015 7.478 1.075
H 0.180 6.972 1.279
C 1.499 4.351 6.771
C 0.662 3.773 5.748
C 0.936 2.340 5.793
O 1.154 2.039 7.178
C 1.353 3.246 7.892
H 1.224 5.349 7.112
H 2.550 4.421 6.492
H 0.898 4.205 4.775
H -0.397 3.921 5.958
H 1.856 2.052 5.284
H 0.106 1.790 5.351
H 2.287 3.100 8.435
H 0.505 3.470 8.539
C -5.312 -0.965 -6.120
C -5.871 -2.149 -6.967
C -5.541 -3.272 -6.050
O -5.732 -2.854 -4.739
C -5.107 -1.582 -4.709
H -5.982 -0.106 -6.163
H -4.378 -0.588 -6.535
H -5.308 -2.130 -7.900
H -6.947 -2.103 -7.137
H -4.568 -3.762 -6.103
H -6.321 -4.020 -6.193
H -4.061 -1.727 -4.440
H -5.477 -0.902 -3.943
C 6.949 0.188 3.499
C 7.912 0.235 4.635
C 7.129 -0.155 5.976
O 6.360 -1.185 5.504
C 5.954 -0.816 4.109
H 7.210 -0.140 2.492
H 6.407 1.101 3.254
H 8.379 1.219 4.688
H 8.691 -0.444 4.286
H 6.528 0.705 6.271
H 7.680 -0.630 6.787
H 4.954 -0.420 3.932
H 6.057 -1.764 3.580

Atomic forces in eV per Å
-0.22 3.65 0.79
1.52 0.18 -0.92
-3.92 -0.68 -0.66
-0.24 -0.96 -0.57
-0.26 -0.14 0.99
-0.08 0.04 -0.11
2.14 -2.04 1.08
0.98 0.03 -0.32
0.36 -0.18 0.08
-0.06 0.10 -0.30
-0.20 -0.01 -0.07
0.73 1.04 -0.43
0.68 -2.61 0.57
1.12 -0.94 -2.01
-0.85 0.84 1.82
-1.31 0.60 -0.81
-0.83 0.36 1.22
0.30 0.53 0.31
-0.48 -0.23 -0.51
0.17 0.76 -0.34
0.18 -0.58 0.06
0.05 0.47 0.12
-0.12 -0.34 -0.37
0.35 0.11 0.37
0.85 2.90 1.69
1.32 -4.49 -0.85
-0.26 0.99 -0.38
-1.03 0.26 -3.42
-0.07 -1.11 1.94
-0.71 0.79 0.60
-0.05 0.16 -0.11
-0.02 -0.02 0.28
0.14 0.70 0.43
0.17 -0.61 0.28
-0.19 0.00 -0.02
-0.03 0.30 -0.38
-0.13 0.14 -0.07
-0.06 1.29 1.42
-0.12 -2.03 -0.81
-0.12 3.11 1.61
-0.07 -2.05 -1.42
-0.79 1.30 -4.07
-0.32 -0.72 0.61
0.57 0.25 -0.13
-0.13 0.54 0.20
0.48 0.12 -0.31
0.52 -0.67 0.96
-0.15 -0.38 0.53
-0.48 -0.01 0.77
0.67 -0.76 0.65
1.29 0.22 3.00
-1.21 1.12 -2.26
0.53 -1.54 0.11
-0.74 -0.39 -0.20
0.76 0.77 -0.87
-0.22 -0.07 0.07
0.05 -0.16 -0.24
-0.31 -0.06 -0.23
-0.09 0.25 0.00
0.07 0.08 -0.37
0.04 -0.43 0.34
-0.20 0.32 0.43
0.02 -0.10 0.20
-0.14 0.16 -0.15
1.36 1.56 0.16
-1.33 -2.63 -0.22
-0.34 1.33 0.89
0.22 0.94 -0.03
-0.15 -0.07 0.42
0.13 -0.23 0.02
-0.37 -0.46 -0.17
0.15 0.16 -0.03
0.32 0.26 -0.63
0.34 -0.61 -0.08
0.36 0.04 -0.38
-0.55 -0.45 0.20
-2.38 -0.14 0.41
1.96 1.28 0.63
1.43 0.31 -2.13
-2.56 -0.23 -2.52
0.20 -1.58 -0.19
0.95 -0.37 0.38
0.11 0.42 0.62
0.17 0.06 0.24
0.29 -0.38 1.07
0.04 0.20 0.41
0.49 0.80 0.06
-0.33 -0.30 0.98
-0.38 -0.07 0.04

The molecule's Löwdin atomic charges, reported in e, are given here: O -0.257; S 0.770; O -0.254; O -0.215; C -0.154; C -0.188; O -0.219; H 0.130; H 0.125; H 0.132; H 0.130; C -0.169; C -0.199; C -0.254; O -0.115; C -0.188; H 0.118; H 0.121; H 0.108; H 0.112; H 0.116; H 0.118; H 0.114; H 0.118; C -0.194; C -0.243; C -0.190; O -0.159; C -0.193; H 0.116; H 0.127; H 0.123; H 0.131; H 0.123; H 0.123; H 0.116; H 0.121; C -0.215; C -0.185; C -0.124; O -0.181; C -0.165; H 0.107; H 0.105; H 0.110; H 0.107; H 0.108; H 0.103; H 0.118; H 0.113; C -0.178; C -0.241; C -0.215; O -0.135; C -0.182; H 0.113; H 0.114; H 0.126; H 0.129; H 0.121; H 0.123; H 0.113; H 0.112; C -0.148; C -0.154; C -0.270; O -0.124; C -0.200; H 0.098; H 0.101; H 0.110; H 0.112; H 0.128; H 0.121; H 0.114; H 0.112; C -0.203; C -0.167; C -0.207; O -0.150; C -0.152; H 0.110; H 0.101; H 0.100; H 0.111; H 0.114; H 0.123; H 0.109; H 0.111

---

Here is 8 unconnected molecules or ions with the total composition C26H52O20 from the OMol25 dataset. Energies are from ωB97M-V with the def2-TZVPD basis set.

Results
SMILES string: COC(=O)OC.COC(=O)OC.COC(=O)OC.COC(=O)OC.COC(=O)OC.COC(=O)OC.C1CCOC1.C1CCOC1
Energy above the lowest of the compared OMol25 structures with the same formula, charge and spin in kJ/mol: 136.5

Cartesian coordinates (Å):
C 16.076 -19.802 -14.848
O 17.326 -19.977 -15.520
C 17.681 -19.064 -16.415
O 16.942 -18.282 -16.961
O 18.991 -19.159 -16.613
C 19.567 -18.542 -17.753
H 15.866 -20.785 -14.431
H 15.302 -19.551 -15.568
H 16.168 -19.103 -14.020
H 18.883 -17.906 -18.316
H 19.900 -19.363 -18.384
H 20.389 -17.885 -17.478
C 13.866 -17.870 -11.824
O 12.909 -17.697 -12.854
C 11.686 -18.197 -12.669
O 10.877 -18.227 -13.545
O 11.557 -18.638 -11.419
C 10.260 -18.990 -10.959
H 14.071 -18.909 -11.564
H 13.578 -17.367 -10.902
H 14.832 -17.486 -12.141
H 9.549 -19.159 -11.762
H 9.824 -18.283 -10.250
H 10.388 -19.901 -10.374
C 15.532 -17.897 -7.885
O 15.444 -18.557 -9.151
C 16.341 -19.434 -9.543
O 16.307 -20.006 -10.583
O 17.298 -19.590 -8.616
C 18.353 -20.471 -8.885
H 15.281 -18.609 -7.101
H 14.816 -17.082 -7.909
H 16.525 -17.493 -7.699
H 18.493 -21.211 -8.096
H 19.304 -19.976 -9.074
H 18.154 -21.082 -9.771
C 11.060 -16.563 -7.743
O 11.957 -17.461 -7.142
C 11.641 -18.739 -7.051
O 10.673 -19.273 -7.538
O 12.586 -19.361 -6.359
C 12.557 -20.771 -6.341
H 10.812 -16.845 -8.769
H 11.548 -15.591 -7.788
H 10.110 -16.436 -7.223
H 11.581 -21.191 -6.096
H 13.210 -21.177 -5.573
H 12.866 -21.119 -7.326
C 4.780 -14.919 -15.023
O 5.856 -14.439 -14.216
C 7.010 -15.120 -14.152
O 7.887 -14.740 -13.426
O 7.014 -16.179 -14.930
C 8.242 -16.924 -15.023
H 4.014 -14.152 -14.965
H 4.425 -15.887 -14.668
H 5.115 -15.029 -16.055
H 8.430 -17.585 -14.181
H 9.045 -16.203 -15.150
H 8.160 -17.546 -15.910
C 5.511 -18.638 -12.953
O 6.166 -19.453 -12.006
C 7.095 -20.329 -12.350
O 7.523 -21.143 -11.594
O 7.505 -20.171 -13.604
C 8.527 -21.048 -14.069
H 6.149 -17.810 -13.264
H 4.597 -18.268 -12.496
H 5.217 -19.146 -13.875
H 8.083 -22.032 -14.203
H 9.359 -21.122 -13.367
H 8.949 -20.616 -14.971
C 10.027 -24.432 -8.439
C 10.212 -22.935 -8.360
C 10.487 -22.534 -9.794
O 11.173 -23.630 -10.385
C 10.764 -24.836 -9.741
H 8.990 -24.750 -8.362
H 10.557 -24.862 -7.585
H 10.973 -22.575 -7.666
H 9.350 -22.369 -7.990
H 11.132 -21.661 -9.893
H 9.528 -22.404 -10.312
H 11.652 -25.435 -9.529
H 10.135 -25.493 -10.350
C 15.654 -14.711 -11.597
C 14.627 -14.213 -10.593
C 14.762 -12.707 -10.530
O 16.062 -12.427 -11.038
C 16.457 -13.458 -11.948
H 15.150 -15.125 -12.475
H 16.198 -15.578 -11.220
H 14.846 -14.674 -9.622
H 13.598 -14.545 -10.760
H 14.603 -12.252 -9.552
H 14.032 -12.189 -11.169
H 17.540 -13.563 -11.893
H 16.230 -13.069 -12.946

Atomic forces in eV per Å
-0.17 -0.71 -0.25
0.55 0.00 0.36
-0.55 0.60 -0.33
0.10 -0.13 0.13
0.23 -0.21 0.38
-0.09 0.25 -0.71
-0.07 0.05 0.04
-0.03 0.30 0.18
-0.01 0.26 -0.20
-0.37 -0.27 0.22
0.24 0.20 -0.14
0.15 -0.33 0.36
0.87 -0.26 0.95
0.16 -0.07 -0.46
0.77 0.15 0.22
-0.66 -0.03 -0.26
-0.41 0.32 0.32
-0.64 -0.93 0.61
-0.41 -0.11 -0.21
-0.09 0.12 -0.09
-0.25 0.32 -0.41
0.23 0.02 -0.18
0.39 0.46 -0.28
-0.12 0.05 -0.27
0.21 -0.11 0.35
-0.75 0.61 -0.36
0.83 -0.09 0.77
-0.34 -0.30 -0.98
0.03 0.39 0.73
0.76 -1.59 -1.01
-0.06 0.14 0.08
-0.14 -0.14 -0.07
0.03 -0.06 -0.14
-0.23 0.45 0.41
-0.20 0.44 0.22
-0.19 0.31 -0.02
-0.85 0.62 -0.98
0.75 0.25 0.68
-0.83 -0.73 -0.60
0.16 0.26 0.07
0.60 0.60 0.72
-0.39 -1.01 -0.28
0.16 -0.21 0.07
0.19 -0.12 0.17
0.17 -0.32 0.33
-0.20 0.40 -0.24
0.41 0.59 -0.05
-0.02 -0.26 0.06
0.43 -0.06 -0.34
-0.13 -0.03 0.08
-0.16 0.98 0.86
0.24 -0.31 -0.22
-0.20 -0.96 -0.52
0.31 0.19 -0.36
-0.09 -0.11 0.08
-0.12 0.09 0.07
-0.13 0.00 0.01
-0.14 0.30 0.28
0.22 -0.21 0.15
-0.15 0.12 -0.07
-0.12 0.60 -0.99
-0.53 -0.17 0.59
0.17 0.10 -0.48
0.29 -0.56 0.69
-0.05 0.73 -0.54
0.42 -0.31 0.33
-0.06 0.04 0.21
0.15 0.05 0.27
0.18 -0.37 0.23
0.22 -0.04 -0.26
-0.25 0.01 0.22
-0.40 -0.05 -0.20
0.94 -0.43 0.71
-0.61 1.50 0.30
-0.16 -0.30 -0.19
0.09 -0.55 0.01
-0.22 -0.16 0.43
-0.04 0.05 -0.35
-0.22 -0.27 -0.04
0.48 -0.57 -0.27
-0.27 -0.36 -0.18
-0.14 -0.02 -0.06
0.15 0.35 -0.07
0.15 0.18 0.06
-0.15 0.43 -0.38
-0.57 -0.38 -0.87
-0.63 -0.81 1.41
-0.15 0.47 -0.96
0.38 -0.08 0.77
-0.10 0.60 -0.08
0.04 0.32 -0.14
0.44 0.39 0.25
0.20 0.33 0.08
0.07 0.16 -0.49
0.50 -0.22 0.17
-0.09 -0.30 -0.17
-0.02 -0.09 0.19
-0.08 -0.40 -0.17

The molecule's Löwdin atomic charges, reported in e, are given here: C -0.022; O 0.001; C -0.617; O 0.118; O 0.006; C -0.043; H 0.096; H 0.096; H 0.092; H 0.091; H 0.095; H 0.092; C -0.062; O 0.027; C -0.598; O 0.140; O -0.007; C -0.008; H 0.088; H 0.090; H 0.081; H 0.078; H 0.092; H 0.069; C -0.014; O 0.005; C -0.621; O 0.142; O -0.013; C -0.053; H 0.096; H 0.089; H 0.098; H 0.095; H 0.097; H 0.094; C -0.040; O 0.009; C -0.606; O 0.129; O 0.004; C -0.049; H 0.082; H 0.096; H 0.104; H 0.087; H 0.097; H 0.101; C -0.041; O -0.001; C -0.639; O 0.138; O -0.035; C -0.010; H 0.095; H 0.088; H 0.095; H 0.072; H 0.103; H 0.100; C -0.040; O 0.027; C -0.644; O 0.138; O -0.030; C -0.021; H 0.078; H 0.099; H 0.105; H 0.103; H 0.092; H 0.096; C -0.153; C -0.174; C -0.201; O -0.133; C -0.190; H 0.108; H 0.104; H 0.078; H 0.121; H 0.105; H 0.116; H 0.110; H 0.110; C -0.164; C -0.178; C -0.204; O -0.147; C -0.181; H 0.102; H 0.101; H 0.101; H 0.109; H 0.117; H 0.118; H 0.116; H 0.117

---

Number 1: F_max 4.76 eV Å⁻¹, LUMO 0.0174 Eh. Number 2: F_max 2.03 eV Å⁻¹, LUMO 0.0160 Eh.